1.
# C24H36N3O2

A gas-phase ion, C24H36N3O2 (charge +1) (ωB97M-V/def2-TZVPD, the Open Molecules 2025 dataset).

Last column: natural (NBO) charge in e.
Cartesian coordinates (Å):
C (4.0848, 2.1115, 0.3787)  -0.608
H (5.1237, 2.3784, 0.2170)  0.226
C (3.9157, 0.5986, 0.3737)  -0.132
C (2.5041, 0.2347, 0.7560)  0.778
O (1.7138, 1.0474, 1.2311)  -0.666
N (2.1340, -1.0690, 0.6009)  -0.511
C (2.9036, -2.0234, -0.0941)  0.731
O (2.4440, -3.1116, -0.3066)  -0.548
C (4.2873, -1.5697, -0.4507)  -0.332
H (4.7121, -2.2783, -1.1616)  0.255
C (4.2781, -0.1168, -0.9519)  0.017
C (5.6578, 0.2880, -1.4686)  -0.621
H (6.4128, 0.2583, -0.6907)  0.216
H (5.6279, 1.2921, -1.8825)  0.224
H (5.9614, -0.3906, -2.2621)  0.227
C (3.2674, 0.1097, -2.0765)  -0.619
H (3.2117, 1.1662, -2.3287)  0.220
H (2.2697, -0.2397, -1.8184)  0.191
H (3.5859, -0.4297, -2.9652)  0.234
C (5.0769, -1.5117, 0.8734)  -0.403
H (6.1358, -1.6616, 0.6730)  0.236
H (4.7597, -2.2986, 1.5575)  0.228
C (4.8068, -0.1073, 1.4296)  -0.404
H (5.7294, 0.4567, 1.5544)  0.233
H (4.3130, -0.1352, 2.4016)  0.224
C (0.8741, -1.5357, 1.1688)  -0.239
H (1.0485, -2.5629, 1.4996)  0.254
H (0.6555, -0.9193, 2.0439)  0.213
C (-0.2996, -1.5678, 0.1844)  -0.428
C (-0.7024, -0.2286, -0.4330)  -0.237
N (-0.8056, 0.8853, 0.5428)  -0.407
C (-1.0196, 2.1851, -0.1290)  -0.229
C (-2.3474, 2.1905, -0.9011)  -0.236
N (-3.2262, 1.1764, -0.3471)  -0.455
C (-3.2009, 1.2378, 1.1004)  -0.242
C (-1.8458, 0.6957, 1.5825)  -0.231
H (-1.5315, 1.2175, 2.4881)  0.228
H (-1.9249, -0.3665, 1.8044)  0.225
H (-4.0038, 0.6122, 1.4917)  0.247
H (-3.3633, 2.2644, 1.4679)  0.178
C (-4.5705, 1.2147, -0.9081)  -0.235
C (-5.3357, -0.0156, -0.4978)  -0.064
C (-4.8310, -1.2745, -0.8029)  -0.171
C (-5.5116, -2.4155, -0.4203)  -0.206
C (-6.7089, -2.3104, 0.2688)  -0.207
C (-7.2198, -1.0608, 0.5732)  -0.197
C (-6.5334, 0.0814, 0.1961)  -0.206
H (-6.9372, 1.0547, 0.4355)  0.215
H (-8.1545, -0.9729, 1.1053)  0.224
H (-7.2438, -3.2002, 0.5625)  0.224
H (-5.1131, -3.3883, -0.6666)  0.217
H (-3.9046, -1.3555, -1.3535)  0.196
H (-4.4660, 1.2333, -1.9969)  0.217
H (-5.1119, 2.1231, -0.6022)  0.184
H (-2.1861, 1.9584, -1.9571)  0.213
H (-2.7886, 3.1996, -0.8446)  0.198
H (-1.0197, 2.9523, 0.6473)  0.226
H (-0.1814, 2.3858, -0.7973)  0.235
H (0.1593, 0.9422, 0.9971)  0.494
H (-1.6697, -0.3379, -0.9251)  0.266
H (0.0414, 0.0760, -1.1734)  0.211
H (-1.1461, -2.0194, 0.7028)  0.224
H (-0.0387, -2.2398, -0.6352)  0.254
H (3.7681, 2.5151, 1.3372)  0.236
H (3.4791, 2.5717, -0.3984)  0.213

The total charge is +1. The value obtained for the HOMO energy is -11.6 eV. For the relative energy (zero: lowest compared OMol25 entry of this formula, charge and spin), the calculation gives 0.0782 eV. The gap between HOMO and LUMO is 9.63 eV. Its LUMO energy is -1.969 eV.

***

2.
# C21H19N3O2TeY

A molecular structure, C21H19N3O2TeY (ωB97M-V/def2-TZVPD, the Open Molecules 2025 dataset).

Last column: natural (NBO) charge in e.
Cartesian coordinates (Å):
Y (-0.5820, 1.3441, 1.0373)  1.837
O (-0.3996, -2.7748, -0.2831)  -0.500
C (-0.7413, -1.6736, 0.0539)  0.649
N (-0.1089, -0.4595, -0.1956)  -0.896
C (0.8456, -0.4374, -1.2010)  0.648
O (1.1187, -1.2929, -2.0003)  -0.508
C (1.5240, 0.9194, -1.3375)  0.148
C (2.5730, 1.0743, -2.2233)  -0.197
C (3.1197, 2.3350, -2.3945)  -0.115
C (2.5810, 3.4058, -1.6915)  -0.240
C (1.5355, 3.1679, -0.8246)  0.065
N (1.0229, 1.9447, -0.6311)  -0.596
C (-2.0027, -1.5127, 0.8814)  0.146
C (-2.7828, -2.6188, 1.1612)  -0.190
C (-3.9278, -2.4536, 1.9210)  -0.114
C (-4.2519, -1.1864, 2.3871)  -0.229
C (-3.4165, -0.1352, 2.0739)  0.060
N (-2.3115, -0.2842, 1.3272)  -0.586
H (2.9194, 0.2043, -2.7624)  0.268
H (3.9461, 2.4860, -3.0759)  0.241
H (2.9610, 4.4104, -1.8099)  0.241
H (1.0950, 3.9771, -0.2524)  0.217
H (-2.4670, -3.5774, 0.7750)  0.269
H (-4.5599, -3.3003, 2.1522)  0.242
H (-5.1336, -1.0145, 2.9872)  0.245
H (-3.6359, 0.8628, 2.4347)  0.203
C (1.2033, 7.0257, 1.5152)  -0.640
C (1.1090, 5.5820, 1.9244)  0.023
C (2.2463, 4.7904, 2.0651)  -0.235
C (2.1880, 3.4501, 2.4255)  0.107
C (3.4621, 2.6592, 2.4704)  -0.667
C (0.9382, 2.8765, 2.7471)  -0.349
Te (0.8918, 0.8082, 3.3879)  -0.063
C (-0.2214, 3.6760, 2.6412)  -0.162
C (-1.5837, 3.2088, 3.0995)  -0.627
C (-0.1180, 4.9963, 2.1894)  -0.217
H (2.2318, 7.3104, 1.3021)  0.227
H (0.8317, 7.6749, 2.3089)  0.239
H (0.6014, 7.2226, 0.6268)  0.228
H (3.2167, 5.2287, 1.8606)  0.221
H (4.3007, 3.2605, 2.1247)  0.224
H (3.3874, 1.7638, 1.8492)  0.235
H (3.6766, 2.3196, 3.4851)  0.244
H (-2.2024, 2.6578, 2.3635)  0.154
H (-2.2091, 4.0633, 3.3514)  0.261
H (-1.5014, 2.5543, 3.9665)  0.272
H (-1.0191, 5.5967, 2.1181)  0.221

The total charge is +1. The value obtained for the HOMO energy is -10.9 eV. For the relative energy (zero: lowest compared OMol25 entry of this formula, charge and spin), the calculation gives 0.0000 eV. The gap between HOMO and LUMO is 7.24 eV. Its LUMO energy is -3.629 eV.

***

3.
# C2H4N2OS

C2H4N2OS in the gas phase in a non-equilibrium geometry (ωB97M-V/def2-TZVPD, the Open Molecules 2025 dataset).

Last column: Mulliken spin population.
Cartesian coordinates (Å):
C (0.7323, -0.2015, 0.4540)  0.068
C (-0.3403, 0.4219, -0.6298)  -0.010
N (2.0368, -0.0341, -0.0507)  0.247
N (2.5403, 0.3588, -1.0137)  0.657
O (0.2397, -0.7240, -2.9983)  0.366
S (0.1437, 0.5658, -2.3872)  0.641
H (0.6959, 0.3235, 1.4804)  0.004
H (0.6465, -1.2360, 0.6374)  0.005
H (-1.2064, -0.2882, -0.2283)  0.016
H (-0.5507, 1.4400, -0.4099)  0.007

The total charge is 0. The spin multiplicity is 3. The value obtained for the HOMO energy (alpha / beta) is -6.8 / -10.3 eV. For the relative energy (zero: lowest compared OMol25 entry of this formula, charge and spin), the calculation gives 1.0881 eV. The gap between HOMO and LUMO (alpha / beta) is 7.58 / 9.15 eV. Its LUMO energy (alpha / beta) is 0.735 / -1.137 eV.

***

4.
# C5H13NO

2 unconnected molecules or ions with the total composition C5H13NO in a non-equilibrium geometry (ωB97M-V/def2-TZVPD, the Open Molecules 2025 dataset).

Last column: natural (NBO) charge in e.
Cartesian coordinates (Å):
C (-2.9903, -1.6782, 0.4661)  -0.615
C (-3.0731, -0.4913, -0.4932)  -0.604
H (-2.6087, -2.5974, 0.0014)  0.196
H (-2.2483, -1.5162, 1.2419)  0.218
H (-3.9711, -2.0113, 0.7948)  0.199
H (-3.9599, -0.4930, -1.1308)  0.193
H (-2.2381, -0.4965, -1.1928)  0.208
H (-3.0900, 0.4218, 0.0934)  0.204
C (2.1745, 0.2197, -0.5643)  -0.504
C (1.5584, 0.5141, -1.9378)  -0.616
C (1.1770, 0.4712, 0.5506)  0.681
O (0.0624, -0.0129, 0.5021)  -0.620
N (1.6049, 1.1346, 1.6699)  -0.840
H (2.2381, -0.8659, -0.4794)  0.243
H (3.1031, 0.7619, -0.4181)  0.210
H (1.9462, -0.2144, -2.6652)  0.207
H (1.9055, 1.4236, -2.4290)  0.210
H (1.1193, 0.9943, 2.5367)  0.401
H (2.2457, 1.8999, 1.6209)  0.391
H (0.4882, 0.3402, -1.9292)  0.236

The total charge is 0. The value obtained for the HOMO energy is -9.9 eV. For the relative energy (zero: lowest compared OMol25 entry of this formula, charge and spin), the calculation gives 0.5385 eV. The gap between HOMO and LUMO is 10.72 eV. Its LUMO energy is 0.868 eV.

***

5.
# C3H7ClN2

C3H7ClN2 in the gas phase in a non-equilibrium geometry (ωB97M-V/def2-TZVPD, the Open Molecules 2025 dataset).

Last column: natural (NBO) charge in e.
Cartesian coordinates (Å):
C (1.6461, 0.4288, -0.0526)  -0.373
C (0.2291, 0.7033, 0.4426)  -0.242
C (-1.6253, -0.7412, -0.3846)  0.290
H (1.8155, 0.8769, -1.0190)  0.212
H (2.3622, 0.8298, 0.6536)  0.214
H (0.1639, 1.7859, 0.6742)  0.206
H (0.0573, 0.1774, 1.3755)  0.209
H (-1.1280, 1.1229, -1.0985)  0.394
H (-2.5088, -0.6922, -1.0542)  0.159
H (-0.6530, -1.7865, 0.8721)  0.330
N (-0.8081, 0.3717, -0.5038)  -0.638
N (-1.5172, -1.7677, 0.3328)  -0.697
Cl (1.9663, -1.3091, -0.2382)  -0.064

The total charge is 0. The value obtained for the HOMO energy is -9.2 eV. For the relative energy (zero: lowest compared OMol25 entry of this formula, charge and spin), the calculation gives 0.3647 eV. The gap between HOMO and LUMO is 9.94 eV. Its LUMO energy is 0.747 eV.